(1)
Formula: C18H33BrClN2O7P
Source: the Open Molecules 2025 dataset
Level of theory: ωB97M-V/def2-TZVPD

```
63
Properties=species:S:1:pos:R:3:forces:R:3:lowdin_charge:R:1
N -4.357125 1.709453 3.937834 0.1 -0.2 0.1 -0.05
C -1.827440 3.435005 2.416530 0.1 -0.2 0.0 -0.11
H -1.381188 2.441457 5.373874 0.0 0.0 0.0 0.12
N 5.927237 -0.807863 -2.057327 0.0 0.2 0.1 -0.05
C -0.412488 -1.378179 -0.792590 -0.2 -0.5 0.1 0.00
C 3.996771 0.743531 -4.153423 0.1 -0.1 -0.3 -0.10
H -6.112279 0.888308 3.239892 0.0 -0.1 0.0 0.12
H 3.352579 1.045106 -4.980232 0.1 0.0 0.0 0.09
Br -3.211166 -4.314445 -2.440515 0.6 0.7 0.6 0.79
C 2.931529 -2.457846 -2.023520 0.0 0.2 -0.1 -0.11
C 6.163878 1.384849 -3.368230 0.3 0.1 -0.1 -0.23
O -4.435750 -0.737162 1.962749 0.2 0.0 0.0 -0.20
O -5.222142 -2.144545 -0.979859 0.7 1.4 -0.4 -0.39
H 4.763478 0.710374 -1.135213 0.0 0.1 0.2 0.10
H -1.157545 3.325826 1.564072 0.0 0.0 0.1 0.09
C 5.234069 -0.252423 -0.900028 -0.1 -0.2 -0.2 -0.21
O 5.325248 1.114567 -4.478567 -0.1 0.1 0.2 -0.18
H 5.242312 -1.144078 -2.721337 0.0 0.0 0.0 0.07
C -2.826907 -1.489511 -2.261993 -0.4 1.2 0.7 -0.38
C -2.154752 2.572614 4.611874 0.2 -0.4 0.2 -0.21
O -0.244018 -3.686855 -1.386698 1.2 -1.2 0.4 0.11
C -1.804167 -0.383398 -2.525665 1.0 -0.8 2.1 -0.41
H -2.856224 3.337280 2.055239 0.0 0.2 0.0 0.08
H 0.129053 -1.337055 0.154908 0.5 -0.5 -0.7 0.13
H -1.682611 4.428550 2.849303 -0.1 0.0 0.0 0.09
H -3.190948 0.841289 1.464208 0.2 0.0 0.1 0.07
C -0.674166 -0.291302 -1.500910 -0.5 0.0 -0.3 0.03
H 3.913376 -0.342044 -4.057547 -0.1 0.0 0.2 0.07
H 5.644679 2.009329 -2.631977 -0.1 -0.1 0.0 0.11
H -2.412490 -0.459167 2.426848 0.0 0.1 0.1 0.09
O -1.510087 2.417485 3.350083 -0.2 0.3 -0.1 -0.20
H 3.737810 -0.781964 0.523550 0.0 0.0 0.0 0.12
H -4.023847 1.892240 3.000491 0.0 0.0 0.0 0.07
P -4.677060 -1.254175 -2.277978 -1.3 -0.8 -1.1 0.60
H -5.403051 -1.551098 -0.225721 0.3 -0.4 0.1 0.02
H 7.295584 -0.412947 -3.545507 0.0 0.1 0.0 0.12
H 3.736081 -2.584793 -2.754882 0.0 -0.2 0.0 0.08
H 4.529302 -2.185311 -0.201490 0.0 0.0 -0.2 0.12
C -4.755318 -0.752659 3.345639 -0.4 -0.1 0.1 -0.22
H -2.732772 0.530211 4.632592 0.1 0.0 0.2 0.10
O 3.054209 -1.223244 -1.334315 0.1 -0.3 0.0 -0.21
C 6.802435 0.142457 -2.743396 -0.1 -0.2 -0.1 -0.20
H -3.548121 1.521852 5.857397 0.0 0.0 0.0 0.12
H 5.955152 -0.091312 -0.092953 0.0 0.0 0.0 0.12
H -3.917440 -1.143913 3.932984 0.1 0.1 -0.1 0.11
C -0.878285 -2.688471 -1.404942 -1.6 0.5 0.0 -0.40
H 1.984455 -2.447483 -2.560961 0.0 0.0 0.1 0.08
H 3.641461 1.233318 -3.243446 0.0 -0.1 0.1 0.09
H -2.574340 3.575565 4.733450 -0.1 0.0 -0.1 0.12
H 7.588506 0.457649 -2.049591 -0.1 0.1 0.0 0.12
C -2.289274 -2.680963 -2.024860 0.4 0.1 -0.1 -0.58
O -1.845271 0.328774 -3.467225 -0.6 1.0 -1.4 0.13
H -2.820983 -0.708658 0.720093 -0.1 0.0 0.0 0.07
Cl -5.044406 0.717793 -1.643545 0.7 -0.6 0.2 0.20
H -0.106835 0.633545 -1.368555 -0.6 -0.1 0.0 0.13
H -5.701829 0.418818 4.880624 0.1 0.0 0.0 0.12
C -3.211111 1.500195 4.816798 -0.1 0.2 -0.3 -0.21
C -3.145816 -0.234504 1.648976 -0.2 0.0 -0.3 -0.09
H 2.927415 -3.300341 -1.327602 0.0 0.0 0.0 0.09
H 6.979538 1.998796 -3.760400 0.0 0.0 0.0 0.12
C 4.138926 -1.185174 -0.411402 -0.1 0.4 0.2 -0.21
C -5.283179 0.579051 3.882075 0.0 0.2 -0.2 -0.20
H -5.562651 -1.482404 3.452322 0.0 0.0 0.0 0.12
```
Forces are in eV/Å.

Results
E_HOMO   -8.7 eV
SMILES   O=C1C=CC(=O)C(P(O)Cl)=C1Br.COCCNCCOC.COCCNCCOC
Orbital gap   7.522 eV
2S+1   1

---

(2)
Formula: C8H22B3N2O8
Source: the Open Molecules 2025 dataset
Level of theory: ωB97M-V/def2-TZVPD

```
43
Properties=species:S:1:pos:R:3:forces:R:3:lowdin_charge:R:1
H 0.512181 -1.494340 -0.975359 -0.1 0.2 -0.5 0.15
H -3.565419 2.311587 -1.666739 -0.1 0.4 0.1 0.07
C -2.142089 1.092373 -2.761215 -0.4 0.2 1.1 -0.18
O -0.173987 -3.998589 1.468222 -0.1 0.0 1.0 0.19
O 2.013136 -4.174999 0.603030 0.8 0.2 0.2 0.22
H -0.412248 -3.692621 2.358377 -0.4 0.0 -0.5 0.12
B -1.345540 0.252201 1.288165 -0.5 0.6 0.5 -0.69
H 0.761439 3.268967 1.795729 -0.1 0.1 -0.1 0.10
H -1.666856 2.107165 1.121553 -0.4 -0.1 -0.3 0.13
O 3.373891 1.450964 -1.622197 0.2 0.6 0.6 0.21
O -1.467183 -0.668921 2.273431 0.0 -1.2 -0.7 0.22
H -1.566331 2.003215 -2.677273 0.4 0.2 -0.5 0.11
O -2.180210 1.275971 1.204092 0.1 0.7 0.0 0.25
H 2.046688 1.505481 2.342643 0.5 -0.2 0.0 0.13
H 0.826549 -1.482844 1.999797 0.0 0.2 0.2 0.15
C 2.330580 0.042169 0.241139 0.1 -0.7 -0.5 -0.12
N 0.223137 2.508431 2.193349 -0.1 -0.4 0.1 0.04
H 0.122855 2.731218 3.177647 -0.2 0.1 0.0 0.10
H 3.730337 1.881129 -0.829257 0.0 0.2 -0.5 0.12
H 3.161507 0.444765 0.812033 0.1 0.3 0.4 0.15
H -2.231465 -1.251071 2.128595 0.1 0.2 0.6 0.15
H -3.975332 0.640266 -1.669428 -0.1 -0.4 0.1 0.07
H -0.812183 -0.536115 -2.470686 0.3 -0.3 0.1 0.12
O 2.304470 -1.359256 0.523689 0.4 0.2 0.4 -0.02
C 0.027855 -1.338697 -0.025001 0.8 -0.2 0.6 -0.01
B 2.698026 0.327060 -1.292556 0.2 -0.4 -0.1 -0.62
H 1.114668 1.716264 0.053959 -0.4 0.4 -0.2 0.16
H -2.216454 -0.552895 -1.408211 0.0 -0.1 0.6 0.13
H 0.725728 0.536415 2.815302 -0.4 -0.2 0.0 0.13
C 1.070490 -1.819088 0.990776 -0.6 -0.5 -0.9 -0.18
C 1.053531 0.810817 0.640528 1.2 0.1 0.1 -0.15
H 2.001391 -0.061859 -3.063655 0.7 -0.3 -0.1 0.13
O -0.663209 0.839220 -0.938518 0.4 0.1 0.2 -0.03
C -1.454730 0.078075 -1.853064 -0.2 0.0 -1.4 -0.17
C 1.021647 1.275059 2.081972 0.5 0.8 0.3 -0.18
H -4.237914 1.559365 -3.106192 -0.2 0.2 -0.3 0.07
N -0.197895 0.126798 0.210728 -0.8 -0.5 0.1 -0.02
H -2.131725 0.746623 -3.780531 0.1 -0.2 -0.3 0.11
C -3.557480 1.427777 -2.281970 0.1 -0.2 0.0 -0.08
H 2.432876 -4.680766 1.316705 -0.3 -0.3 -0.6 0.14
H -0.886922 -1.903373 0.045039 -0.4 0.1 0.0 0.14
O 2.350501 -0.527861 -2.287509 -1.3 -0.1 -0.1 0.20
B 0.981686 -3.416083 1.022861 0.3 0.0 0.1 -0.59
```
Forces are in eV/Å.

Results
E_HOMO   -13.1 eV
SMILES   CCCO[N@@+]1(B(O)O)C[C@@H](B(O)O)O[C@@H](B(O)O)[C@@H]1CN
Net charge   +1
Orbital gap   10.475 eV
2S+1   1

---

(3)
Formula: C15H14N2O2S
Source: the Open Molecules 2025 dataset
Level of theory: ωB97M-V/def2-TZVPD

```
34
Properties=species:S:1:pos:R:3:forces:R:3:lowdin_charge:R:1
H -3.106136 -1.779974 3.845424 -2.5 1.1 1.2 0.06
C 1.602593 0.257385 -1.513981 0.2 -2.2 -0.9 -0.02
C 1.940470 3.031935 -1.006059 -1.0 -0.6 1.0 -0.06
C -1.138225 3.211223 -2.497450 -0.9 -1.0 -0.6 -0.41
S 1.449277 -3.717373 1.356878 -0.1 -0.7 0.3 0.93
C -0.505920 -1.915704 1.699704 -3.2 6.7 -3.6 -0.19
H -0.415282 4.105796 -0.608681 -0.4 -1.1 -0.3 0.12
O -1.643793 2.269063 -3.089833 1.1 1.7 0.9 0.07
C -0.629322 3.056065 -0.971482 1.9 1.6 -0.5 -0.03
O -1.077936 4.492078 -3.078648 0.2 -1.6 0.1 0.04
N 0.681758 2.301631 -0.751484 -2.4 0.9 -0.4 -0.15
H 1.803669 3.911868 -0.403099 0.5 0.6 0.4 0.07
H -2.118111 -3.763281 4.677084 1.2 0.2 -0.5 0.12
C 0.670189 0.892909 -0.701862 1.6 1.2 -0.7 -0.27
C 0.845239 -1.911115 -0.549207 1.1 0.8 0.9 -0.25
H -2.285665 -0.477065 1.932959 1.5 -1.6 0.5 0.14
H 0.003395 -3.775923 -0.427346 -2.7 -1.0 0.0 0.03
N -0.508635 -3.627266 3.272842 0.7 -1.2 0.4 0.07
H -1.481910 2.665450 -0.387928 0.6 -0.2 -0.4 0.12
C -1.566974 -3.179573 3.901024 -0.8 0.3 -0.3 -0.14
H -0.843841 0.683448 0.805604 0.7 0.3 0.3 0.10
H 1.421898 -4.056910 -1.228372 0.4 1.3 1.5 0.12
H 2.068521 3.396146 -2.007832 0.2 -0.2 -0.9 0.07
C -2.195438 -2.010750 3.467198 2.8 -0.4 -2.5 -0.06
C -0.023065 0.203368 0.274092 -1.3 -1.7 0.3 0.03
H -1.321544 4.419972 -4.048673 0.2 -0.2 1.6 0.14
C 0.962895 -3.419113 -0.397363 1.1 0.8 -0.1 -0.40
H 2.824744 2.448702 -0.653124 -0.9 0.4 -0.3 0.11
C -1.667012 -1.369477 2.336068 -1.3 0.6 0.2 0.02
H 2.192442 0.729509 -2.363995 -0.9 -0.3 1.6 0.14
C 1.657061 -1.157294 -1.413315 0.2 -0.3 -1.0 -0.03
H 2.339877 -1.722879 -2.108218 -0.8 0.7 0.8 0.12
C -0.019635 -2.992091 2.202413 2.8 -4.8 1.4 -0.54
C 0.084417 -1.200758 0.436661 0.1 -0.1 -0.2 -0.08
```
Forces are in eV/Å.

Results
E_HOMO   -8.0 eV
SMILES   CN(CC(=O)O)c1ccc2c(c1)-c1cccnc1SC2
Orbital gap   8.361 eV
2S+1   1

---

(4)
Formula: C3H8N3O
Source: the Open Molecules 2025 dataset
Level of theory: ωB97M-V/def2-TZVPD

```
15
Properties=species:S:1:pos:R:3:forces:R:3:lowdin_charge:R:1
H 2.344048 0.801459 0.195773 -1.2 -0.6 -0.9 0.12
N -1.910160 1.720073 -0.330377 1.0 -1.0 1.8 0.12
O -1.240221 2.843840 -0.580314 1.3 0.1 -1.2 0.05
N 1.415347 -1.183852 -0.138501 0.5 0.3 0.7 -0.09
H 0.542848 0.620929 -0.025959 0.1 1.0 0.3 0.01
C -1.391560 0.618159 -0.109741 -1.8 1.1 -0.5 -0.05
H 1.550474 0.541579 -1.392994 0.3 0.2 -2.0 0.06
H -1.501757 3.579916 -0.002541 -0.9 -0.4 0.1 0.15
H 1.886772 -1.825845 -0.771476 0.3 0.6 0.1 0.09
H 1.665927 -1.417573 0.847617 0.2 0.4 -1.4 0.10
N -1.501277 -0.553469 0.285012 1.0 0.3 -0.7 0.15
H -2.005242 -2.107601 1.257321 1.1 -0.5 -0.6 0.14
H -0.217603 -2.223125 0.497238 0.3 0.3 -0.3 0.08
C 1.502817 0.289900 -0.388608 1.3 -1.3 2.8 -0.11
C -1.140413 -1.704388 0.657553 -3.4 -0.4 1.6 0.17
```
Forces are in eV/Å.

Results
E_HOMO   -13.5 eV
Net charge   +1
Orbital gap   7.282 eV
2S+1   1

---

(5)
Formula: C3H11NS
Source: the Open Molecules 2025 dataset
Level of theory: ωB97M-V/def2-TZVPD

```
16
Properties=species:S:1:pos:R:3:forces:R:3:lowdin_charge:R:1
C 0.538298 -0.297185 4.319354 -1.9 1.4 -2.5 -0.47
H -1.418770 0.421371 -4.647017 -0.2 -2.4 1.0 0.01
H -1.196621 2.060445 -3.995834 0.6 -0.8 -0.8 0.07
H 1.810469 -3.385537 3.525891 1.0 -0.9 0.3 0.00
N -2.173218 1.777711 -5.911222 0.8 2.1 -0.7 -0.11
H -2.098995 2.804210 -6.161817 0.4 -1.6 0.3 0.07
H 0.933404 -0.458229 5.253748 1.4 -0.5 1.8 0.01
C 1.997778 -2.378208 3.823697 -0.3 1.6 -0.4 -0.39
H 0.915691 0.433491 3.654993 1.7 1.3 0.4 0.01
S 0.422766 -1.632111 3.183519 0.8 -1.4 0.6 0.74
H -0.401712 0.158166 4.468630 -1.7 0.0 0.4 0.02
H 2.071261 -2.121268 4.876096 -0.7 -1.0 0.4 0.02
H -3.122544 1.756555 -5.577026 -0.2 -0.6 0.6 0.03
C -1.149357 1.378821 -4.894316 1.3 3.1 -2.0 -0.19
H 2.936950 -1.867271 3.530532 -0.6 -0.6 -1.0 0.05
H -0.065403 1.349046 -5.449234 -2.7 0.2 1.6 0.12
```
Forces are in eV/Å.

Results
E_HOMO   -8.4 eV
SMILES   CSC.CN
Orbital gap   9.387 eV
2S+1   1

---

(6)
Formula: C7H22N3Si
Source: the Open Molecules 2025 dataset
Level of theory: ωB97M-V/def2-TZVPD

```
33
Properties=species:S:1:pos:R:3:forces:R:3:lowdin_charge:R:1
H -1.387021 -0.420886 1.894052 0.2 0.4 0.7 0.04
H -0.639964 -2.340462 3.472648 1.0 -1.2 -0.9 0.09
H 0.663409 -1.181581 -1.234872 1.6 2.2 -1.0 0.14
H 3.845209 0.773950 -0.562860 -1.6 -0.6 0.5 0.11
H -0.788058 -2.913962 0.643805 -0.4 0.5 0.1 0.07
H -0.657690 0.707912 3.232528 -1.2 -0.2 -1.7 0.15
H -0.897116 -3.972028 2.807786 1.6 0.4 -0.3 0.09
N -0.894579 -2.305368 1.460010 -0.7 -0.3 -1.2 -0.13
N -0.215983 1.004918 1.242850 2.2 -0.2 -1.7 0.15
C -0.324573 -3.025265 2.592711 -1.8 2.0 1.9 -0.17
H -3.285538 0.810248 -2.888292 -0.7 -0.4 -0.3 0.05
C 0.622188 0.797796 0.464183 -2.7 0.7 2.5 -0.06
H 3.192188 0.992937 1.076649 -0.6 -1.3 -1.4 0.13
C -2.400931 0.332760 -2.519725 4.1 1.0 1.6 -0.12
Si 1.542111 2.610377 -1.305727 0.3 -1.1 -0.3 0.83
H 3.002435 -0.698310 0.177011 0.2 1.5 0.3 0.11
H 1.482474 2.459668 -2.767093 -0.4 0.0 0.0 -0.03
N -2.121646 0.607210 -1.042499 0.6 -0.4 -2.0 -0.07
H 2.894319 2.800474 -0.999024 1.5 1.0 0.4 -0.07
H 0.643179 0.308274 -2.413393 0.8 -1.1 0.7 0.05
C 2.958862 0.434786 0.083011 2.3 0.3 1.3 -0.10
H 0.636809 3.559525 -0.696166 -0.5 0.1 0.2 -0.05
H -2.073504 1.199648 2.083712 0.2 0.4 0.3 0.10
C -1.162837 0.617083 2.192210 -0.2 -0.5 1.8 -0.05
C 1.268050 -0.217232 -1.629570 -1.2 -1.5 -0.3 -0.08
H -2.745909 0.087785 -0.493344 -1.1 -0.5 1.0 0.03
H -2.215055 -0.772096 -2.626118 -0.7 1.3 -0.5 0.09
C 1.597463 0.769934 -0.490958 0.5 0.5 -1.8 -0.65
H -1.475581 0.936825 -2.932467 -1.9 -1.5 -0.2 0.08
H 0.759781 -2.922486 2.438636 -0.4 -1.1 0.6 0.08
H 2.293770 -0.487683 -1.999588 -1.3 -0.1 -0.2 0.10
H -1.904106 -2.139640 1.607576 0.7 -0.6 -0.3 0.07
H -2.212157 1.584891 -0.867683 -0.4 0.6 0.3 0.05
```
Forces are in eV/Å.

Results
E_HOMO   -12.8 eV
Net charge   +1
Orbital gap   9.737 eV
2S+1   1

---

Q: The lowest E_HOMO belongs to which entry?
A: C3H8N3O